No. 1
Molecular formula: C3H11NO2
Method: DFT, the ωB97M-V functional and the def2-TZVPD basis

Orbital gap (spin up / spin down) in eV: 8.58 / 5.59
Energy above the lowest of the compared OMol25 structures with the same formula, charge and spin in eV: 2.857
2S+1: 2
⟨S²⟩: 0.75
E_HOMO (spin up / spin down) in eV: -15.03 / -15.02
Charge: +1
Maximum force in Eh/bohr: 0.0317

Cartesian coordinates (Å):
N -0.86 -1.15 -0.65
C -0.47 -0.96 0.77
C 1.38 0.69 1.35
C 0.11 0.41 0.94
H -1.34 -2.05 -0.65
H 0.01 -1.45 -1.09
H 0.24 -1.68 1.19
H -1.41 -1.05 1.34
H 2.01 1.38 0.80
H 1.89 0.11 2.13
H -0.41 1.26 0.49
H -2.37 1.81 0.55
H -2.41 0.56 -0.38
O -2.82 1.43 -0.22
H 2.75 -0.11 -1.89
H 1.57 0.71 -2.12
O 2.13 0.09 -2.57

=====

No. 2
Molecular formula: C3H11NO2S
Method: DFT, the ωB97M-V functional and the def2-TZVPD basis

Orbital gap in eV: 10.09
Energy above the lowest of the compared OMol25 structures with the same formula, charge and spin in eV: 0.358
2S+1: 1
E_HOMO in eV: -9.46
Maximum force in Eh/bohr: 0.0204

Cartesian coordinates (Å):
C 0.39 0.38 -0.21
C 1.38 0.36 0.96
S 0.69 1.34 2.36
N 0.60 -0.80 -1.04
C -0.24 -0.78 -2.22
O -1.44 -1.46 -1.98
H -0.65 0.41 0.12
H 0.56 1.29 -0.78
H 2.30 0.83 0.66
H 1.48 -0.65 1.34
H 1.82 1.95 2.72
H 1.58 -0.79 -1.33
H -0.49 0.24 -2.51
H 0.31 -1.22 -3.05
H -1.27 -2.08 -1.27
H -1.93 0.97 2.27
H -2.48 -0.45 2.12
O -2.63 0.45 1.84

=====

No. 3
Molecular formula: C3H11NO2S
Method: DFT, the ωB97M-V functional and the def2-TZVPD basis

Orbital gap in eV: 10.11
Energy above the lowest of the compared OMol25 structures with the same formula, charge and spin in eV: 0.356
2S+1: 1
E_HOMO in eV: -9.48
Maximum force in Eh/bohr: 0.0173

Cartesian coordinates (Å):
C -0.88 0.73 0.62
O -1.62 0.58 -0.56
C 0.40 -0.17 0.67
C 0.52 -0.71 2.08
S 1.92 -1.86 2.35
N 0.35 -1.23 -0.31
H -1.50 0.55 1.49
H -0.51 1.74 0.70
H -1.24 -0.15 -1.06
H 1.21 0.55 0.49
H 0.67 0.09 2.81
H -0.42 -1.18 2.33
H 2.80 -0.98 1.83
H 0.88 -2.04 0.01
H 0.74 -0.95 -1.19
H -2.68 2.94 -6.14
H -1.85 3.94 -5.27
O -2.45 3.86 -6.02